Below is a molecular structure, C2H4NO2P, with properties calculated with the ωB97M-V functional and the def2-TZVPD basis.

Energy relative to the best compared isomer or geometry (same formula, charge and spin): 34.58 kcal/mol
M: 105.0 g mol⁻¹
HOMO energy: -9.34 eV
LUMO energy: 0.1 eV
Total charge: 0
Multiplicity: 1
Total energy: -17011.9095 eV
Orbital gap: 9.42 eV

Element x y z (Å)
C  -0.190  -1.117  0.081
C  -0.636  0.249  0.529
N  1.786  -1.085  -0.057
O  -0.562  -2.208  0.022
O  3.996  0.219  -0.474
P  2.605  0.353  -0.057
H  -0.565  0.976  -0.338
H  -1.708  0.120  0.811
H  0.014  0.534  1.358
H  2.134  -2.044  -0.312

Atom charges from the natural (NBO) analysis, given in e for atoms 1 to 6:
1 C 0.86
2 C -0.75
3 N -1.22
4 O -0.44
5 O -1.05
6 P 1.38

Below is C2H4NO2P in the gas phase, with properties calculated with the ωB97M-V functional and the def2-TZVPD basis.

Energy relative to the best compared isomer or geometry (same formula, charge and spin): 5.35 kcal/mol
SMILES: CC(=O)NP=O
M: 105.0 g mol⁻¹
HOMO energy: -9.92 eV
LUMO energy: -0.1 eV
Total charge: 0
Multiplicity: 1
Total energy: -17013.1771 eV
Orbital gap: 9.84 eV

Element x y z (Å)
C  0.388  -0.428  0.097
C  -0.935  -0.979  -0.071
O  -1.312  -2.100  -0.125
N  -1.947  0.113  -0.015
P  -3.617  -0.183  0.119
O  -4.315  1.061  -0.154
H  0.292  0.381  0.751
H  1.125  -1.158  0.546
H  0.748  -0.210  -0.830
H  -1.809  1.094  0.058

Atom charges from the natural (NBO) analysis, given in e for atoms 1 to 6:
1 C -0.72
2 C 0.72
3 O -0.53
4 N -1.05
5 P 1.46
6 O -1.03

Below is C2H4NO2P in the gas phase, with properties calculated with the ωB97M-V functional and the def2-TZVPD basis.

Energy relative to the best compared isomer or geometry (same formula, charge and spin): 114.10 kcal/mol
SMILES: [O-][N+]1=PCCO1
M: 105.0 g mol⁻¹
HOMO energy (alpha / beta): -8.72 / -8.72 eV
LUMO energy (alpha / beta): -0.2 / -0.2 eV
Total charge: 0
Multiplicity: 1
Total energy: -17008.4612 eV
Orbital gap (alpha / beta): 8.50 / 8.50 eV

Element x y z (Å)
O  2.463  1.863  2.190
N  1.743  1.059  1.613
P  1.221  -0.395  2.050
C  0.412  -0.604  0.459
C  -0.013  0.794  0.181
O  1.163  1.605  0.400
H  -0.429  -1.293  0.358
H  1.087  -0.894  -0.260
H  -0.157  1.041  -0.943
H  -0.949  1.211  0.614

Atom charges from the natural (NBO) analysis, given in e for atoms 1 to 6:
1 O -0.39
2 N 0.06
3 P 0.68
4 C -0.77
5 C -0.10
6 O -0.37